Record 1
{
  "formula": "C21H42O21",
  "method": "ωB97M-V/def2-TZVPD",
  "species": ["C", "O", "C", "O", "O", "C", "H", "H", "H", "H", "H", "H", "C", "O", "C", "O", "O", "C", "H", "H", "H", "H", "H", "H", "C", "O", "C", "O", "O", "C", "H", "H", "H", "H", "H", "H", "C", "O", "C", "O", "O", "C", "H", "H", "H", "H", "H", "H", "C", "O", "C", "O", "O", "C", "H", "H", "H", "H", "H", "H", "C", "O", "C", "O", "O", "C", "H", "H", "H", "H", "H", "H", "C", "O", "C", "O", "O", "C", "H", "H", "H", "H", "H", "H"],
  "xyz": [[2.98686, 10.18750, 4.34195], [2.15961, 9.74284, 3.22192], [0.94012, 10.19712, 3.03572], [0.26162, 11.01697, 3.69059], [0.46485, 9.52004, 1.93732], [-0.94178, 9.78480, 1.63691], [2.62704, 9.72573, 5.26141], [2.90137, 11.26543, 4.47925], [4.02190, 9.90103, 4.15563], [-1.06822, 10.85735, 1.48942], [-1.59212, 9.51392, 2.46864], [-1.24278, 9.38017, 0.67058], [8.46724, -6.30089, -4.46449], [7.81619, -5.14484, -4.04806], [7.55647, -4.10131, -4.89186], [7.91973, -4.12131, -6.11618], [6.86854, -3.15449, -4.22358], [6.24201, -2.04450, -4.94244], [8.62887, -7.07592, -3.71530], [9.47828, -6.02275, -4.76206], [7.92831, -6.66468, -5.33931], [7.00487, -1.27565, -5.06498], [5.42458, -1.61210, -4.36544], [5.82485, -2.24987, -5.92829], [-5.38797, -3.38966, 9.86884], [-4.43292, -4.25388, 9.28545], [-4.23632, -4.21715, 8.05932], [-4.97476, -3.71282, 7.21408], [-3.02617, -4.86951, 7.92401], [-2.34429, -4.82865, 6.67170], [-5.02522, -3.08602, 10.85084], [-6.40053, -3.72387, 10.09503], [-5.53728, -2.45167, 9.33407], [-1.85407, -5.78878, 6.51069], [-1.52443, -4.14408, 6.88917], [-2.95612, -4.50708, 5.82888], [2.14615, -8.99872, -7.50186], [1.84140, -10.32073, -7.68220], [1.89158, -11.24027, -6.67187], [2.02174, -11.00411, -5.48088], [1.35281, -12.34315, -7.25738], [1.23545, -13.52190, -6.47842], [1.39455, -8.63334, -6.80207], [2.06428, -8.44554, -8.43747], [3.17185, -8.81229, -7.18361], [2.23930, -13.91784, -6.32475], [0.69509, -14.38359, -6.87034], [0.69743, -13.35038, -5.54610], [-2.48344, 2.15753, -1.02987], [-2.41884, 0.81991, -0.75405], [-1.23477, 0.16985, -1.05048], [-0.17436, 0.73168, -1.33541], [-1.40512, -1.19806, -0.94915], [-0.44541, -2.10408, -1.18439], [-2.59372, 2.28952, -2.10622], [-1.56783, 2.73470, -0.90088], [-3.42164, 2.64001, -0.75581], [0.59987, -1.82493, -1.05175], [-0.52818, -2.49133, -2.19992], [-0.70500, -2.93794, -0.53217], [5.85144, 2.67000, 7.30423], [5.62900, 1.30059, 6.94750], [6.31357, 0.76105, 5.88836], [7.33007, 1.22715, 5.39134], [5.54771, -0.30131, 5.44992], [5.78273, -0.83060, 4.17871], [5.92091, 3.39450, 6.49281], [6.78973, 2.64892, 7.85852], [5.03087, 2.82890, 8.00391], [6.77610, -0.88964, 3.73392], [5.24795, -0.27337, 3.40956], [5.38444, -1.84405, 4.12992], [-10.62854, 7.48967, -1.99201], [-11.15214, 8.33388, -2.90204], [-10.55937, 8.33230, -4.08685], [-9.45231, 7.93927, -4.39981], [-11.41701, 9.05833, -4.94795], [-11.06621, 9.46585, -6.29200], [-9.62156, 7.73424, -1.65393], [-10.60133, 6.49128, -2.42856], [-11.27480, 7.34356, -1.12651], [-11.49764, 10.44882, -6.48100], [-11.68086, 8.81507, -6.91393], [-10.00423, 9.48920, -6.53647]],
  "atomic_forces_ev_per_a": [[-1.01, 0.33, 0.01], [1.17, 0.17, 0.58], [-2.79, 1.04, 0.46], [2.41, -2.17, -1.54], [-0.71, 0.56, 0.56], [0.46, 1.26, 0.12], [0.01, -0.15, -0.11], [0.03, -0.02, -0.22], [-0.34, -0.07, -0.30], [0.09, 0.14, 0.26], [0.15, -0.35, -0.16], [0.51, -0.74, 0.35], [1.20, -0.03, -2.00], [-1.48, 2.42, 1.40], [1.37, -1.40, -3.76], [-1.66, 0.59, 4.72], [-0.28, -0.62, -0.76], [0.80, 0.36, -0.26], [-0.89, 0.50, 0.46], [0.09, -0.08, -0.38], [0.25, -0.46, 0.03], [-0.03, -0.01, -0.05], [0.27, -0.53, 0.52], [0.36, -0.75, 0.07], [-0.71, 1.69, 1.11], [-1.58, 0.10, 5.19], [0.69, 0.08, -5.00], [1.83, -0.93, 0.87], [-1.50, 0.25, -0.88], [0.75, 0.35, 0.52], [0.48, -0.29, -0.07], [0.17, -1.08, -0.67], [0.36, -0.25, -0.52], [-0.49, -0.16, -0.10], [0.04, 0.31, -0.68], [-0.05, -0.07, 0.22], [0.09, 1.70, 0.93], [0.68, -2.91, -0.56], [-2.69, 1.37, 0.53], [0.71, -0.74, -2.09], [0.35, -0.12, -0.13], [0.61, -0.62, 1.33], [0.41, 0.69, 0.23], [-0.36, -0.46, -0.18], [-0.05, -0.19, 0.50], [0.02, 0.11, 0.53], [-0.25, 0.76, -1.34], [0.47, 0.41, 0.24], [0.12, 2.39, -2.71], [1.42, -3.40, 0.54], [1.51, 0.43, -0.25], [-2.56, -1.38, 0.55], [-2.95, 4.89, 0.80], [1.94, -2.50, -0.79], [0.09, -0.32, -0.62], [-0.11, -0.13, 1.09], [0.31, -0.43, 1.24], [-0.17, 0.50, 0.32], [0.00, 0.06, -0.24], [0.40, -0.10, 0.08], [0.82, -0.91, 1.03], [0.14, -1.08, -1.84], [-0.26, 1.17, -0.56], [-1.96, -1.24, 0.82], [1.43, 1.31, 1.26], [-0.18, -0.66, -2.06], [-0.28, -0.38, -0.17], [0.05, 0.60, 0.05], [0.12, 0.53, -0.24], [0.56, 0.28, 1.07], [-0.38, 0.31, 0.21], [-0.06, 0.07, 0.44], [1.16, -3.03, 1.94], [-1.20, 1.66, -1.86], [0.46, 2.26, -2.93], [-1.72, 0.03, 0.74], [1.12, -0.66, 1.64], [-0.76, -0.54, 0.27], [-0.01, 0.25, -0.10], [0.39, -0.22, -0.01], [-0.19, 0.73, -0.09], [0.18, 0.18, 0.56], [0.65, -0.25, -0.41], [-0.10, -0.41, 0.26]],
  "lumo_ev": 0.52,
  "homo_lumo_gap_ev": 11.20,
  "molar_mass_g_mol": 630.55
}

=====

Record 2
{
  "formula": "C34H97N5O19",
  "method": "ωB97M-V/def2-TZVPD",
  "species": ["C", "O", "C", "C", "C", "N", "H", "H", "H", "H", "H", "H", "H", "H", "H", "H", "H", "C", "O", "C", "C", "C", "N", "H", "H", "H", "H", "H", "H", "H", "H", "H", "H", "H", "C", "O", "C", "C", "C", "N", "H", "H", "H", "H", "H", "H", "H", "H", "H", "H", "H", "C", "O", "C", "C", "C", "N", "H", "H", "H", "H", "H", "H", "H", "H", "H", "H", "H", "C", "O", "C", "C", "C", "N", "H", "H", "H", "H", "H", "H", "H", "H", "H", "H", "H", "O", "C", "C", "O", "H", "H", "H", "H", "H", "H", "O", "C", "C", "O", "H", "H", "H", "H", "H", "H", "O", "C", "C", "O", "H", "H", "H", "H", "H", "H", "O", "C", "C", "O", "H", "H", "H", "H", "H", "H", "O", "C", "C", "O", "H", "H", "H", "H", "H", "H", "O", "C", "C", "O", "H", "H", "H", "H", "H", "H", "O", "C", "C", "O", "H", "H", "H", "H", "H", "H"],
  "xyz": [[7.65086, 17.87024, 18.46151], [8.80208, 17.11963, 18.17566], [9.77479, 17.76138, 17.30824], [10.73931, 16.61370, 16.80919], [11.58297, 15.87048, 17.90278], [11.58401, 17.04216, 15.77128], [6.96218, 17.30486, 19.08933], [7.14591, 17.92036, 17.49683], [7.68154, 18.92326, 18.74130], [9.26978, 18.24214, 16.47042], [10.30246, 18.55654, 17.83493], [10.11743, 15.83880, 16.36099], [11.09846, 15.05904, 18.44581], [12.08713, 16.54432, 18.59551], [12.40547, 15.39728, 17.36643], [12.16337, 16.24074, 15.56596], [11.08334, 17.20090, 14.90859], [16.69179, 11.07434, 12.87539], [15.61772, 11.41802, 13.68636], [15.94705, 11.83544, 15.04497], [14.82095, 12.76340, 15.52728], [15.28873, 13.49872, 16.85129], [13.53954, 12.02652, 15.76860], [17.29067, 11.93240, 12.57018], [16.33476, 10.67730, 11.92513], [17.38705, 10.40732, 13.38510], [16.10292, 10.98656, 15.71073], [16.84703, 12.44774, 14.98832], [14.61033, 13.59026, 14.84901], [15.68969, 12.87390, 17.64936], [14.50890, 14.03362, 17.39338], [16.11065, 14.20648, 16.74350], [12.77529, 12.68184, 15.84963], [13.35756, 11.53074, 14.90767], [11.17112, 15.72444, 8.56029], [11.78097, 16.96644, 8.67209], [12.01775, 17.35968, 9.97204], [12.34510, 18.92356, 10.03051], [13.73489, 19.14019, 9.31446], [12.53710, 19.19326, 11.43212], [10.27675, 15.64802, 9.17864], [11.87876, 14.95952, 8.88002], [10.92321, 15.34934, 7.56735], [11.27554, 17.05883, 10.71145], [12.87453, 16.80610, 10.35620], [11.54489, 19.49592, 9.56128], [14.05682, 20.18156, 9.31923], [13.67325, 18.79272, 8.28316], [14.50812, 18.55594, 9.81332], [12.92515, 20.11919, 11.54255], [13.25450, 18.58904, 11.80676], [6.84605, 10.23860, 14.52966], [8.22429, 10.66350, 14.70145], [8.47263, 11.17050, 16.06116], [9.93349, 11.70732, 16.15624], [10.28236, 12.36656, 17.51897], [10.18826, 12.66432, 15.08096], [6.65637, 10.16024, 13.45916], [6.21186, 11.07086, 14.83503], [6.66882, 9.30204, 15.05837], [7.93489, 12.09086, 16.28893], [8.16119, 10.41666, 16.78423], [10.62790, 10.91472, 15.87750], [10.25233, 11.60358, 18.29683], [9.60326, 13.19804, 17.70751], [11.29241, 12.77334, 17.46982], [9.97412, 12.18224, 14.21966], [9.65364, 13.51976, 15.03099], [6.82524, 15.06260, 15.89742], [7.73132, 14.67652, 14.78525], [7.11493, 14.82822, 13.45829], [8.14771, 14.15354, 12.49490], [7.89926, 14.64248, 11.04497], [8.05876, 12.69318, 12.55886], [6.07544, 14.28196, 16.02592], [6.44714, 16.05860, 15.66696], [7.43431, 15.05914, 16.80137], [6.14272, 14.34210, 13.37720], [6.82943, 15.87674, 13.37341], [9.16954, 14.43908, 12.74474], [8.52607, 14.16286, 10.29320], [8.18465, 15.68602, 10.91204], [6.86189, 14.54210, 10.72576], [8.87494, 12.16264, 12.28966], [7.95983, 12.34078, 13.50020], [17.31375, 13.70672, 8.58749], [17.45338, 12.54016, 9.27638], [16.18399, 11.71946, 9.17577], [15.24958, 12.05910, 10.21510], [16.92118, 14.35818, 9.17324], [18.22632, 11.95642, 8.77647], [17.76850, 12.84062, 10.27564], [16.46339, 10.68646, 9.38299], [15.71933, 11.84234, 8.19745], [14.44983, 11.54572, 10.07931], [7.32930, 17.90262, 11.62208], [8.51429, 18.54546, 11.87178], [9.37208, 17.85590, 12.88179], [10.43480, 18.74106, 13.20297], [6.66285, 18.19067, 12.25015], [9.13506, 18.53080, 10.97594], [8.25547, 19.56004, 12.17469], [9.72410, 16.88274, 12.53954], [8.80513, 17.65340, 13.79045], [11.18186, 18.74716, 12.60009], [11.52092, 10.17146, 6.44124], [12.32538, 11.33732, 6.82966], [12.32454, 11.34812, 8.40636], [13.14119, 10.52302, 9.06423], [12.12451, 9.43589, 6.56857], [13.31368, 11.11054, 6.42973], [11.98668, 12.26236, 6.36311], [11.34811, 11.09614, 8.82011], [12.45149, 12.38818, 8.70678], [12.91634, 9.65018, 8.73377], [16.27985, 15.24334, 10.64548], [16.53981, 15.23278, 12.02401], [16.59563, 16.63378, 12.56619], [15.29722, 17.22966, 12.56688], [15.32002, 15.26060, 10.63921], [15.89610, 14.46792, 12.45845], [17.57772, 14.91750, 12.13104], [17.27971, 17.30069, 12.04144], [17.02166, 16.53608, 13.56472], [15.44641, 18.11026, 12.91881], [9.08401, 7.53560, 12.02635], [9.75867, 8.58550, 12.64635], [9.79659, 9.80942, 11.70592], [10.40761, 10.82222, 12.47888], [9.42659, 6.72718, 12.41454], [9.35463, 8.83504, 13.62746], [10.77697, 8.35834, 12.96188], [8.78308, 9.99780, 11.35181], [10.30392, 9.62292, 10.75938], [11.29415, 10.54992, 12.72687], [13.07986, 10.27132, 13.26370], [13.44005, 8.91396, 13.40060], [13.04399, 8.47266, 14.86027], [13.30023, 7.07326, 14.98318], [13.89651, 10.76622, 13.16489], [13.03185, 8.32224, 12.58124], [14.52227, 8.84328, 13.29149], [11.97580, 8.67400, 14.94102], [13.58241, 9.04208, 15.61787], [12.78133, 6.82782, 15.75266], [13.19764, 15.50338, 13.82763], [12.28896, 14.75306, 13.12857], [12.89706, 13.57090, 12.24166], [13.64951, 14.25384, 11.25350], [13.79769, 15.85112, 13.16384], [11.73181, 14.25730, 13.92350], [11.61729, 15.40116, 12.56560], [12.08706, 13.00406, 11.78263], [13.45640, 12.90216, 12.89591], [13.99498, 13.53972, 10.71286]],
  "atomic_forces_ev_per_a": [[-1.00, -0.35, -1.87], [1.20, 0.53, 0.52], [0.10, -1.60, 0.47], [-1.76, -0.67, 1.63], [0.14, 0.66, -0.60], [1.65, 0.68, -0.77], [0.45, 0.00, 0.37], [-0.65, 0.21, -0.31], [0.93, -0.03, 0.66], [-0.13, -0.15, -0.35], [0.23, -0.06, 0.22], [-0.88, -0.24, 0.48], [-0.41, 0.40, -0.01], [-0.26, 0.18, 0.14], [0.08, -0.18, -0.14], [0.51, 0.25, -0.30], [-0.21, 0.45, -0.08], [0.99, 0.04, -0.40], [-0.77, 0.10, 0.97], [-0.91, 1.10, -1.16], [-0.31, 0.52, 2.18], [0.15, -0.49, 0.28], [1.48, 0.02, -0.13], [0.02, 0.50, 0.18], [-0.18, -0.32, 0.32], [-0.07, -0.43, -0.04], [-0.11, -0.15, -0.06], [0.26, -0.09, 0.06], [0.49, -0.13, -0.58], [-0.12, -0.86, -0.24], [-0.42, 0.08, -0.57], [-0.09, 0.21, -0.75], [-0.17, 0.26, 0.02], [-0.39, -0.27, 0.00], [0.22, -1.52, 0.56], [-0.73, 0.68, -1.49], [0.99, 1.35, 0.63], [1.95, -2.49, -0.70], [-1.21, -0.25, -0.37], [-0.48, 0.65, 0.87], [-0.16, 0.05, 0.11], [0.13, -0.30, 0.59], [-0.03, 1.12, -0.43], [-0.96, 0.32, -0.26], [0.71, 0.08, 0.08], [0.00, 0.06, 0.27], [-0.19, 0.12, 0.02], [0.09, 0.10, -0.09], [-0.10, -0.13, 0.15], [-0.18, 0.32, 0.15], [0.19, -0.40, -0.10], [1.11, 1.01, -0.20], [-0.48, 0.27, 1.50], [0.61, 0.36, -0.77], [-0.16, 0.32, -0.39], [-0.20, -0.92, -1.02], [0.57, -0.15, -0.45], [0.29, -0.39, 0.00], [-0.34, -0.23, 0.48], [-0.24, 0.09, 0.05], [-0.89, 0.02, -0.39], [0.33, -0.20, 0.15], [0.10, -0.38, 0.61], [-0.15, 0.25, 0.25], [-0.14, -0.08, 0.20], [-0.04, -0.10, -0.02], [0.22, -0.05, -0.34], [-0.54, 0.07, 0.71], [1.63, -0.83, -1.48], [-1.65, 0.27, 0.47], [1.34, -0.87, 1.30], [-0.49, 0.41, -1.15], [0.36, 0.29, 0.00], [-1.10, -0.25, 0.30], [-0.42, 0.28, -0.20], [-0.36, -0.06, 0.29], [0.09, 0.31, -0.10], [0.00, -0.75, 0.19], [0.81, 0.32, -0.75], [0.04, 0.60, 0.43], [0.01, -0.67, 0.23], [-0.29, 0.23, 0.41], [-0.05, -0.13, 0.13], [0.42, 0.68, -0.60], [-0.34, 0.39, 0.36], [0.10, 1.73, -1.73], [-0.34, -0.47, -0.09], [-0.02, -0.66, 1.52], [0.05, 0.86, 0.02], [-0.12, 0.32, 0.28], [0.27, -0.06, 0.17], [-0.11, -0.96, 0.53], [-0.04, -0.40, -0.48], [0.24, -0.06, -0.10], [-0.14, -0.50, -0.24], [-1.73, -1.29, -0.70], [0.69, 0.57, -0.08], [0.71, 0.57, 0.77], [-0.89, -0.29, 1.40], [0.05, 0.00, 0.00], [-0.33, 0.46, -0.47], [0.79, 0.28, 0.07], [0.04, -0.16, -0.28], [-0.03, 0.07, 0.29], [0.37, -0.04, -0.90], [0.30, 1.02, -0.07], [-0.11, -2.11, 1.30], [-2.90, 3.27, -1.85], [2.82, -2.05, 0.63], [-0.19, -0.28, -0.29], [0.39, 0.49, 0.27], [-0.48, -0.27, 0.22], [-0.87, 0.37, -0.90], [0.64, 0.09, 0.31], [0.31, -0.47, 0.46], [-0.41, 0.16, -0.51], [1.69, 0.20, -0.64], [-0.52, -0.26, 0.79], [0.25, -0.01, 0.14], [-0.50, -0.02, -0.57], [-0.16, 0.50, 0.76], [0.13, -0.48, 0.07], [0.13, -0.43, -0.57], [-0.29, 0.18, 0.51], [-0.42, 0.20, 0.11], [0.01, -0.82, -0.15], [0.49, 0.95, -0.06], [0.08, -1.33, 1.08], [-0.89, 0.93, -0.79], [-0.22, -0.24, -0.15], [-0.80, 0.49, -0.23], [0.52, -0.48, -0.64], [-0.19, 0.82, 0.65], [0.62, -0.30, 0.07], [0.60, -0.07, 0.02], [-0.68, 0.03, -0.43], [0.80, -0.11, 1.53], [0.08, -0.28, -2.04], [-0.29, 0.41, 0.21], [0.45, 0.42, 0.00], [-0.48, -0.23, 0.36], [0.17, -0.19, 0.10], [-0.17, 0.11, 0.24], [0.09, 0.22, -0.18], [0.15, -0.51, 0.08], [1.59, 0.45, -0.09], [-1.13, -2.81, 0.03], [-1.45, 2.53, 1.28], [0.24, -0.52, -0.16], [0.58, 0.64, 0.14], [-0.58, -0.15, -0.25], [-0.12, -0.14, -0.50], [-0.21, -0.03, 0.03], [0.47, 0.13, -0.13], [0.79, -0.02, -0.57]],
  "lumo_ev": 0.14,
  "homo_lumo_gap_ev": 8.49,
  "molar_mass_g_mol": 880.17
}